(1)
Below is a cluster of 5 separate species, C28H45N8O3 in total in a non-equilibrium geometry, with properties calculated with the ωB97M-V functional and the def2-TZVPD basis.

Geometry as ORCA input:
```
! RIJCOSX wB97M-V def2-TZVPD def2/J DEFGRID3
* xyz 1 1
H 4.014 1.200 5.366
H -3.507 -3.176 -10.533
H 1.156 -3.421 1.550
C 0.766 -2.517 1.097
C -0.978 0.939 1.285
C -2.867 -0.272 -5.056
H 5.463 1.084 3.661
H -3.542 -1.018 -5.442
N 1.505 -1.368 1.638
N -2.034 1.388 -3.857
H -0.493 0.422 -1.315
H 3.730 0.097 1.223
H -0.022 4.625 6.202
C 0.415 0.514 -0.726
H 0.841 -8.841 1.657
H -4.500 -0.479 -7.492
N 0.059 0.100 0.652
H -0.991 -0.560 -6.246
H -1.650 4.711 -1.064
O -0.095 2.864 -0.920
H 3.551 0.025 2.983
C -5.395 -2.888 -9.362
H -2.614 -1.131 -9.001
H 0.839 -8.726 -1.045
H -2.849 2.220 8.433
H -1.722 -0.457 4.653
H -0.083 1.483 -4.717
H -1.829 0.906 0.612
H -4.042 0.775 -3.475
O 5.106 2.177 1.251
H 2.250 1.389 3.820
C -3.574 -1.618 -9.010
H -6.069 -3.631 -9.755
O 1.455 1.343 3.232
C -0.775 5.153 -0.604
H -0.668 1.966 1.452
H 1.143 -0.184 -1.135
H -0.277 -2.436 1.367
C 0.956 1.914 -0.936
H -0.284 5.824 -1.297
N 3.767 1.843 4.633
H -1.080 5.718 0.267
H 2.780 -5.232 0.258
C -0.629 3.841 6.624
C 1.903 -6.878 1.483
H 2.094 -6.588 2.503
C -2.079 2.549 7.756
H 1.976 -6.594 -1.685
C 1.232 -8.027 -0.327
H 0.116 3.886 0.885
H 3.523 2.739 5.025
C 2.261 -6.169 0.366
N 1.945 0.904 1.979
H 0.112 2.231 5.473
C 0.194 4.041 -0.195
C 4.813 1.951 3.599
C 3.370 0.641 2.093
H 0.896 -2.576 0.025
C -1.592 3.874 7.595
C -3.149 0.621 -4.057
C -1.389 1.754 6.883
C -4.054 -2.651 -9.769
C 4.124 1.958 2.258
H -1.918 4.751 8.129
N 1.847 -6.875 -0.731
C -1.621 -0.093 3.663
H 3.428 2.796 2.213
C 1.248 -8.058 1.041
C -1.043 0.996 -4.717
C -5.685 -1.992 -8.369
H -6.583 -1.836 -7.796
C 1.162 -0.141 1.446
C -1.379 0.340 2.552
H 4.849 1.750 0.434
H 1.212 4.382 -0.385
N -0.511 2.547 6.192
H 1.404 1.928 -1.933
N -4.572 -1.223 -8.161
H 2.315 -1.578 2.206
H 1.736 2.191 -0.233
H 5.419 2.839 3.740
H -1.453 0.697 6.692
H -1.954 2.130 -3.185
C -1.530 -0.035 -5.475
*
```

energy above the lowest of the compared OMol25 structures with the same formula, charge and spin = 0.0 kJ/mol
DFT total energy = -47816.9069 eV
E_HOMO = -9.40 eV
gap between HOMO and LUMO = 5.4 eV
LUMO = -4.0 eV
strongest force on any atom = 2.30 eV Å⁻¹

---

(2)
Below is the ion C3H5O5S with charge -1 in a non-equilibrium geometry, with properties calculated with the ωB97M-V functional and the def2-TZVPD basis.

Geometry as ORCA input:
```
! RIJCOSX wB97M-V def2-TZVPD def2/J DEFGRID3
* xyz -1 1
H -2.458 -1.749 0.102
H -1.453 -0.177 1.646
S 1.396 -0.355 0.130
O 2.424 0.579 0.627
H 0.339 0.504 -1.752
O -0.157 1.210 -1.290
C -1.639 -1.108 -0.251
O 0.160 1.791 0.966
H -1.228 -1.091 -1.288
H 1.221 1.797 0.745
C -1.251 -0.132 0.571
O 1.211 -1.476 1.033
O 1.623 -0.627 -1.302
C -0.187 0.833 0.063
*
```

energy above the lowest of the compared OMol25 structures with the same formula, charge and spin = 146.0 kJ/mol
DFT total energy = -24265.4687 eV
E_HOMO = -5.00 eV
gap between HOMO and LUMO = 9.0 eV
SMILES = C=CC(O)(O)S(=O)(=O)[O-]
LUMO = 4.0 eV
strongest force on any atom = 3.16 eV Å⁻¹

---

(3)
Below is a cluster of 10 separate species, C22H64O10 in total in a non-equilibrium geometry, with properties calculated with the ωB97M-V functional and the def2-TZVPD basis.

Geometry as ORCA input:
```
! RIJCOSX wB97M-V def2-TZVPD def2/J DEFGRID3
* xyz 0 1
H -25.163 -23.644 -10.858
H -30.208 -18.214 -8.949
H -31.960 -17.893 -12.115
H -26.378 -16.671 -11.806
C -31.325 -22.520 -11.012
C -33.370 -23.515 -9.974
O -32.585 -24.238 -12.120
C -22.949 -23.734 -13.548
H -29.276 -21.024 -15.813
C -25.440 -18.744 -15.049
H -32.879 -15.345 -11.218
H -24.760 -16.139 -12.244
C -31.108 -15.897 -12.259
H -30.915 -22.145 -11.958
H -26.434 -17.975 -7.036
O -30.635 -22.445 -15.187
C -27.116 -18.701 -7.479
H -29.938 -21.887 -17.093
C -27.094 -24.488 -11.537
H -29.700 -19.661 -8.102
H -31.681 -24.272 -12.445
H -30.523 -15.199 -13.995
H -25.991 -26.238 -12.149
C -23.755 -22.820 -14.471
H -27.133 -14.656 -12.549
H -31.040 -17.641 -13.571
H -26.608 -22.967 -10.076
C -31.715 -17.147 -12.878
H -27.360 -23.118 -12.990
H -23.390 -21.265 -15.934
H -31.324 -21.588 -10.431
H -29.733 -19.788 -11.976
H -24.254 -19.351 -10.255
H -32.666 -16.928 -13.371
H -25.403 -23.046 -13.478
O -30.119 -15.318 -13.129
H -27.407 -19.448 -6.738
H -27.319 -20.733 -10.908
H -22.012 -24.053 -13.997
H -23.964 -16.772 -8.986
H -30.537 -16.150 -11.364
H -26.561 -19.368 -11.764
H -34.219 -24.176 -10.144
O -26.226 -14.861 -12.795
C -22.928 -21.701 -15.048
H -22.785 -18.710 -9.517
O -27.942 -16.919 -8.881
C -32.688 -23.093 -11.253
H -24.063 -23.453 -15.319
H -26.062 -24.546 -9.638
H -25.413 -20.688 -14.891
C -32.176 -14.889 -11.921
H -30.614 -23.171 -10.503
C -25.715 -15.805 -11.841
H -26.639 -19.242 -8.299
H -33.275 -22.339 -11.786
H -31.807 -13.969 -11.473
C -27.923 -20.375 -13.012
H -22.778 -23.208 -12.601
H -28.736 -22.697 -16.038
H -33.701 -22.651 -9.393
H -26.897 -26.443 -10.673
C -23.674 -18.444 -10.098
H -28.868 -17.498 -7.110
C -28.343 -17.949 -7.958
H -27.731 -26.463 -12.211
H -21.944 -22.056 -15.358
H -26.980 -16.952 -8.933
O -28.382 -21.704 -13.282
H -32.682 -24.062 -9.321
C -26.163 -23.873 -10.496
O -24.430 -17.443 -9.483
H -25.265 -18.101 -15.906
H -23.541 -24.608 -13.257
O -25.765 -20.052 -15.529
H -30.928 -23.325 -15.438
H -29.156 -21.650 -13.852
O -26.836 -23.918 -12.823
H -22.765 -20.922 -14.296
C -26.932 -20.390 -11.871
O -24.883 -22.284 -13.792
H -28.886 -19.053 -9.662
H -24.512 -18.809 -14.469
H -29.785 -19.571 -13.719
H -26.090 -21.032 -12.142
H -25.566 -15.339 -10.870
H -27.346 -19.992 -13.868
H -23.328 -18.120 -11.088
H -32.720 -14.626 -12.833
H -26.210 -18.344 -14.386
H -28.892 -18.427 -12.755
H -28.133 -24.266 -11.275
C -29.335 -18.824 -8.693
C -29.136 -19.488 -12.842
C -29.604 -22.038 -16.058
C -26.931 -25.970 -11.658
*
```

energy above the lowest of the compared OMol25 structures with the same formula, charge and spin = 43.5 kJ/mol
DFT total energy = -44325.1336 eV
E_HOMO = -9.89 eV
gap between HOMO and LUMO = 10.4 eV
SMILES = CC(C)O.CC(C)O.CC(C)O.CC(C)O.CC(C)O.CC(C)O.CO.CO.CO.CO
LUMO = 0.5 eV
strongest force on any atom = 1.67 eV Å⁻¹

---

(4)
Below is an isolated molecule of C6H19N3Si3 in a non-equilibrium geometry, with properties calculated with the ωB97M-V functional and the def2-TZVPD basis.

Geometry as ORCA input:
```
! RIJCOSX wB97M-V def2-TZVPD def2/J DEFGRID3
* xyz 0 1
C 1.302 -0.137 1.520
N -2.936 0.417 -0.236
H 3.134 -2.404 -0.622
H 2.291 0.383 1.949
H 1.873 -0.789 -1.748
C 1.745 -1.500 0.909
Si -1.618 1.120 0.584
H -0.070 0.414 -1.046
H 3.776 -1.078 0.631
H -1.831 2.672 1.015
H 1.069 2.112 1.067
H 2.039 1.644 -1.531
H 3.440 -0.209 -1.719
H -4.098 2.387 -1.740
H -4.439 0.330 -2.525
N 0.325 -0.252 2.468
H -5.183 -1.107 0.583
C 1.113 1.138 0.440
C 2.915 -1.383 -0.062
Si -3.662 -1.067 0.416
C 2.275 1.028 -0.571
H -2.256 1.165 -2.721
H 2.086 -2.057 1.834
Si -3.441 1.088 -1.820
H -3.440 -2.142 -0.426
H 0.865 -1.772 0.440
H 3.107 1.535 -0.236
H 0.100 -1.222 2.762
H -2.931 -1.039 1.771
N -0.113 1.053 -0.289
C 2.564 -0.329 -1.099
*
```

energy above the lowest of the compared OMol25 structures with the same formula, charge and spin = 58.4 kJ/mol
DFT total energy = -34630.5755 eV
E_HOMO (spin up / spin down) = -6.83 / -8.05 eV
gap between HOMO and LUMO (spin up / spin down) = 6.4 / 7.9 eV
LUMO (spin up / spin down) = -0.4 / -0.2 eV
strongest force on any atom = 3.91 eV Å⁻¹

---

What did the second record say?
Below is the ion C3H5O5S with charge -1 in a non-equilibrium geometry, with properties calculated with the ωB97M-V functional and the def2-TZVPD basis.

Geometry as ORCA input:
```
! RIJCOSX wB97M-V def2-TZVPD def2/J DEFGRID3
* xyz -1 1
H -2.458 -1.749 0.102
H -1.453 -0.177 1.646
S 1.396 -0.355 0.130
O 2.424 0.579 0.627
H 0.339 0.504 -1.752
O -0.157 1.210 -1.290
C -1.639 -1.108 -0.251
O 0.160 1.791 0.966
H -1.228 -1.091 -1.288
H 1.221 1.797 0.745
C -1.251 -0.132 0.571
O 1.211 -1.476 1.033
O 1.623 -0.627 -1.302
C -0.187 0.833 0.063
*
```

energy above the lowest of the compared OMol25 structures with the same formula, charge and spin = 146.0 kJ/mol
DFT total energy = -24265.4687 eV
E_HOMO = -5.00 eV
gap between HOMO and LUMO = 9.0 eV
SMILES = C=CC(O)(O)S(=O)(=O)[O-]
LUMO = 4.0 eV
strongest force on any atom = 3.16 eV Å⁻¹

---

Question: What is the formula in the second record?
Answer: C3H5O5S

---

Question: Number 2 is which compound?
Answer: C3H5O5S